# 1
Entry from the Open Molecules 2025 dataset: a gas-phase ion, C4H9NO (charge -1) (the ωB97M-V functional and the def2-TZVPD basis).

Structure (XYZ):
```
15
Properties=species:S:1:pos:R:3:forces:R:3
C -1.650162 -0.628352 -0.177667 -0.1 -0.1 0.1
C -0.378429 0.179749 0.216316 -0.3 -0.9 0.0
C 0.775767 -0.085695 -0.746116 0.3 0.8 0.0
C 1.844997 0.988607 -0.717727 -0.1 -0.3 0.1
O 3.027840 0.757407 -1.186692 -0.2 0.2 0.1
N 0.029111 -0.083147 1.588550 0.3 0.7 0.4
H -2.533336 0.012414 -0.153026 -0.2 0.0 0.0
H -1.829964 -1.460580 0.518249 0.1 0.2 -0.1
H -1.587321 -1.068403 -1.175072 0.1 0.1 -0.1
H -0.638988 1.236499 0.184915 0.1 0.2 -0.1
H 0.384568 -0.168826 -1.772469 -0.2 -0.3 -0.1
H 1.220186 -1.059188 -0.490338 0.1 -0.1 0.0
H 1.534715 1.949051 -0.260538 0.2 -0.1 0.0
H 0.240565 -1.027136 1.870913 -0.2 0.0 -0.3
H -0.439550 0.457606 2.300700 0.0 -0.3 -0.1
```
Positions in Å, forces in eV/Å.

## Properties
Relative energy (zero: lowest compared OMol25 entry of this formula, charge and spin) (kcal per mole): 4.1
Spin multiplicity: 2
Calculated total energy (eV): -7829.7662
Net charge: -1
HOMO-LUMO gap (alpha / beta) (eV): 3.28 / 6.72
Strongest force on any atom (hartree/bohr): 0.0191
LUMO (alpha / beta) (eV): 4.046 / 4.012

Just the Löwdin charges please, in e? Sure, here they are: -0.092, -0.479, -0.257, -0.481, -0.281, 0.010, 0.049, 0.054, 0.049, 0.109, 0.080, 0.097, 0.035, 0.057, 0.049

***

# 2
Entry from the Open Molecules 2025 dataset: 2 unconnected molecules or ions with the total composition C5H7N2OS in a non-equilibrium geometry (the ωB97M-V functional and the def2-TZVPD basis).

Structure (XYZ):
```
16
Properties=species:S:1:pos:R:3:forces:R:3
C -0.361609 0.219217 -1.839842 0.6 0.1 1.5
C 0.425625 -0.288092 -0.781843 0.1 0.1 0.1
C -1.401452 1.000414 -1.470944 1.9 0.2 0.6
C 0.433135 0.185210 0.526964 -3.0 2.2 -1.7
C 1.246425 -0.093745 1.681657 -0.7 1.2 3.7
N -1.467000 1.475661 -0.228665 -0.5 0.6 0.9
N -0.540360 1.153796 0.684494 -0.7 0.0 0.1
O -0.626346 1.784321 1.780319 0.3 -0.2 0.0
S -0.824234 -2.438375 -0.818263 -0.1 -1.2 0.6
H -0.186956 -0.163664 -2.799870 0.0 -0.4 -1.2
H 1.221106 -0.893412 -1.038500 1.5 -1.1 -0.6
H -2.048966 1.415238 -2.197971 -1.0 0.3 -0.3
H 1.706187 0.853840 2.068254 0.5 -0.7 -0.9
H 1.867225 -0.933336 1.525168 1.1 -0.6 -0.1
H 0.690540 -0.236934 2.721796 0.2 -0.3 -2.4
H -0.133320 -3.040140 0.187245 -0.3 0.0 -0.3
```
Positions in Å, forces in eV/Å.

## Properties
Relative energy (zero: lowest compared OMol25 entry of this formula, charge and spin) (kcal per mole): 28.9
Calculated total energy (eV): -21159.0311
Net charge: -1
HOMO-LUMO gap (eV): 6.58
Strongest force on any atom (hartree/bohr): 0.0784
LUMO (eV): 3.735

Just the Löwdin charges please, in e? Sure, here they are: -0.188, -0.258, -0.176, -0.285, -0.061, 0.092, -0.252, -0.108, 0.105, 0.076, 0.050, 0.087, 0.088, 0.058, 0.125, -0.353

***

The highest relative energy (zero: lowest compared OMol25 entry of this formula, charge and spin) belongs to which entry? C5H7N2OS

***

Which value of calculated total energy does entry 2 give? -21159.0311 eV

***

Among the records above, which one has the highest relative energy (zero: lowest compared OMol25 entry of this formula, charge and spin)? C5H7N2OS